Molecular formula: C3H8N3
Method: DFT, ωB97M-V/def2-TZVPD

Summary:
Orbital gap ... 10.38 eV
Net charge ... +1
HOMO energy ... -14.337 eV

Element x y z (Å)
C  0.803  -1.322  1.487
C  -0.604  -1.763  1.579
C  -0.284  -0.549  -0.748
N  0.004  -1.709  -1.051
N  -0.101  2.077  -1.515
N  -0.044  -1.396  0.372
H  0.937  -0.372  1.749
H  1.433  -2.203  1.603
H  -0.947  -2.857  1.779
H  -1.448  -1.064  1.949
H  -0.931  2.220  -2.085
H  -0.557  0.441  -1.117
H  0.178  2.674  -0.736
H  0.631  1.646  -2.139

Atom charges from the Mulliken analysis, given in e for atoms 1 to 5:
1 C -0.42
2 C -0.30
3 C 0.30
4 N -0.45
5 N -0.86

=====

Molecular formula: C3H8NO3
Method: DFT, ωB97M-V/def2-TZVPD

Summary:
Orbital gap ... 7.96 eV
Net charge ... -1
HOMO energy ... -4.041 eV

Element x y z (Å)
O  1.708  -1.705  0.605
C  1.371  -0.734  -0.104
O  1.998  -0.178  -1.032
C  -0.004  -0.058  0.275
C  -1.015  -1.128  0.677
N  -0.547  0.702  -0.861
H  0.221  0.635  1.087
H  -0.750  -1.529  1.650
H  -2.045  -0.771  0.655
H  -0.917  -1.965  -0.017
H  0.222  1.195  -1.307
H  -0.853  0.047  -1.573
H  -2.788  2.806  -0.393
H  -1.713  1.906  0.181
O  -2.426  2.527  0.449

Atom charges from the Mulliken analysis, given in e for atoms 1 to 5:
1 O -0.73
2 C 0.45
3 O -0.76
4 C 0.29
5 C -1.32

=====

Molecular formula: C14H18FeNO4
Method: DFT, ωB97M-V/def2-TZVPD

Summary:
Orbital gap (spin up / spin down) ... 7.79 / 4.47 eV
Net charge ... +1
HOMO energy (spin up / spin down) ... -10.435 / -11.203 eV
Multiplicity ... 5

Element x y z (Å)
C  -2.818  -0.140  1.831
N  -1.465  -0.052  1.268
C  -0.762  -1.354  1.370
C  0.654  -1.185  0.849
O  0.909  0.109  0.294
C  0.653  1.147  1.243
C  -0.687  1.025  1.940
H  -3.335  0.819  1.700
H  -3.383  -0.933  1.327
H  -2.746  -0.368  2.910
H  -0.731  -1.646  2.433
H  -1.318  -2.094  0.780
H  1.359  -1.364  1.681
H  0.847  -1.891  0.030
H  1.454  1.127  2.003
H  0.703  2.083  0.673
H  -1.258  1.961  1.862
H  -0.549  0.751  2.998
O  2.275  1.785  -3.709
C  1.447  1.481  -4.469
Fe  0.104  1.422  -5.618
C  -0.455  3.058  -5.302
O  -0.560  4.206  -5.136
C  0.956  1.863  -7.078
O  1.465  2.305  -8.028
C  -1.810  0.176  -1.159
C  -0.781  -0.261  -2.168
C  -1.264  -0.295  -3.581
C  -2.531  0.122  -3.923
C  -3.428  0.580  -2.941
C  -3.049  0.584  -1.572
H  -1.467  0.292  -0.071
H  0.082  0.438  -2.110
H  -0.355  -1.252  -1.896
H  -0.582  -0.756  -4.309
H  -2.849  0.108  -4.971
H  -4.417  0.943  -3.224
H  -3.800  0.950  -0.856

Atom charges from the Mulliken analysis, given in e for atoms 1 to 5:
1 C -1.09
2 N -0.11
3 C -0.53
4 C -0.55
5 O -0.38

=====

We obtain electronic energy values of -282.92127, -399.66432, -2163.21813 hartree for the records listed above, in that order.